A structure of composition C30H49BN4O2P2Pd at a distorted geometry. Source: OMol25; level of theory: ωB97M-V/def2-TZVPD.

```
89
Properties=species:S:1:pos:R:3:forces:R:3
Pd -0.28974 0.52882 0.00876 0.24 0.00 0.75
C -1.24380 -5.05486 -1.21313 -0.02 0.06 0.02
C -1.49875 -4.09116 -0.04792 -0.11 0.13 0.01
C -0.54304 -4.45980 1.09274 -0.04 0.04 -0.04
C -2.92035 -4.30758 0.47232 0.05 0.03 -0.01
P -1.18282 -2.13871 -0.27437 -0.04 -0.72 -0.30
C 0.33456 -2.29850 -1.41711 -0.13 0.16 0.27
N 1.46680 -1.88951 -0.60097 0.44 -0.15 -0.08
B 1.28044 -0.67746 0.20365 -0.49 -0.11 0.08
N 2.09690 -0.92457 1.38330 0.39 -0.17 -0.01
C 1.82051 -0.23776 2.62246 -0.13 -0.01 -0.05
P -0.00361 0.30386 2.62540 0.21 0.10 0.30
C -0.29763 -0.24896 4.54249 -0.10 0.05 -0.08
C 0.71982 0.03623 5.64864 -0.03 0.01 -0.01
C -1.66645 0.28319 4.96451 0.06 -0.01 0.00
C -0.43408 -1.76820 4.39453 -0.01 0.04 -0.06
C 0.15593 2.20900 2.74015 -0.01 -0.03 0.08
C 0.99047 2.69137 1.54690 -0.20 -0.09 -0.07
C 0.76162 2.76674 4.02789 -0.03 -0.01 -0.09
C -1.27487 2.74607 2.58253 0.10 0.03 0.02
C 2.73284 -2.14051 1.27495 0.06 -0.07 0.02
C 3.59961 -2.81045 2.12310 -0.03 0.02 0.03
C 4.10508 -4.05774 1.73411 0.03 -0.09 -0.01
C 3.75136 -4.62153 0.51927 0.04 -0.07 0.02
C 2.86507 -3.96583 -0.34338 -0.06 0.07 0.08
C 2.34492 -2.73774 0.03442 0.02 -0.10 -0.10
C -2.57970 -1.56374 -1.44896 0.09 -0.04 0.05
C -3.79744 -1.28911 -0.55570 0.01 -0.01 0.00
C -2.94251 -2.51331 -2.58881 -0.04 0.10 0.07
C -2.14378 -0.21454 -2.02865 0.09 -0.08 0.10
H -1.65800 -6.04504 -0.97204 0.03 -0.02 -0.01
H -0.17372 -5.19303 -1.38265 -0.02 0.01 -0.03
H -1.70092 -4.72022 -2.14598 0.05 -0.10 0.05
H -0.70409 -5.50046 1.40724 0.00 -0.02 -0.03
H -0.70673 -3.81034 1.95548 0.01 -0.01 0.03
H 0.50076 -4.35748 0.79386 0.03 0.00 0.03
H -3.01011 -5.30491 0.92486 0.02 -0.01 -0.01
H -3.66438 -4.23969 -0.32508 0.00 0.00 0.08
H -3.16256 -3.56827 1.24137 -0.03 -0.03 0.00
H 0.21093 -1.57658 -2.22555 0.02 -0.08 -0.06
H 0.48257 -3.29709 -1.83116 -0.01 0.03 -0.02
H 2.47375 0.63066 2.76504 0.00 -0.02 0.04
H 1.99511 -0.92269 3.45434 0.01 0.03 0.00
H 0.75084 1.09127 5.91969 0.03 -0.13 0.04
H 1.72961 -0.26939 5.36372 0.00 0.01 0.05
H 0.45178 -0.52746 6.55667 0.02 -0.02 0.01
H -1.62946 1.34132 5.23500 -0.02 -0.03 -0.01
H -2.05133 -0.26819 5.83467 0.02 -0.01 0.01
H -2.38025 0.16302 4.14352 -0.04 0.02 0.04
H 0.51908 -2.24695 4.15108 -0.03 -0.02 -0.01
H -1.13467 -2.00100 3.58763 0.00 -0.06 0.02
H -0.80898 -2.21900 5.32361 0.03 0.02 0.03
H 2.05540 2.48094 1.68037 0.00 -0.04 0.01
H 0.86473 3.77340 1.41437 -0.03 -0.01 0.00
H 0.65200 2.14472 0.63459 0.52 0.86 0.36
H 1.71677 2.28994 4.26227 0.00 0.05 0.03
H 0.08700 2.64460 4.87806 0.07 0.03 -0.03
H 0.94380 3.84107 3.90050 0.00 0.01 0.00
H -1.68179 2.42364 1.62758 -0.11 0.03 -0.09
H -1.27838 3.84339 2.59496 0.06 0.00 0.01
H -1.92845 2.39250 3.38311 0.01 0.05 -0.05
H 3.88218 -2.38871 3.08134 -0.02 0.06 -0.02
H 4.78238 -4.58842 2.39492 0.00 0.02 0.00
H 4.16021 -5.58428 0.23076 -0.01 0.00 0.02
H 2.57912 -4.42047 -1.28537 -0.03 0.02 0.00
H -4.22419 -2.19816 -0.13041 0.02 0.09 -0.01
H -4.58117 -0.78166 -1.13079 0.02 -0.01 -0.04
H -3.49407 -0.63096 0.26180 -0.09 0.01 0.01
H -3.38845 -3.44280 -2.22864 0.02 0.04 -0.07
H -2.05575 -2.75604 -3.17968 -0.04 -0.02 -0.05
H -3.66841 -2.02661 -3.25282 0.00 -0.01 -0.02
H -1.55949 0.34426 -1.25053 -0.93 -0.12 -1.04
H -3.01630 0.38430 -2.31292 0.00 0.00 -0.01
H -1.50516 -0.32690 -2.90634 0.08 0.00 0.05
O 0.43768 1.92074 -2.15394 0.00 0.18 -0.36
N -0.48040 2.50118 -2.73627 0.29 0.13 0.03
N -1.43698 2.93437 -1.93621 -0.33 -0.16 0.19
O -1.51104 2.69176 -0.64851 0.26 0.10 0.05
C -2.42051 3.72494 -2.52625 -0.42 0.28 -0.26
C -2.50017 3.94193 -3.91229 0.12 -0.10 0.10
C -3.49795 4.74509 -4.42952 -0.09 0.04 -0.02
C -4.43093 5.36338 -3.60200 -0.02 0.04 0.10
C -4.34762 5.15710 -2.22938 -0.08 0.07 -0.30
C -3.36393 4.34521 -1.69647 0.26 -0.20 0.19
H -1.76930 3.47366 -4.55422 -0.04 -0.01 -0.02
H -3.56089 4.89107 -5.50247 0.06 -0.01 -0.01
H -5.20244 5.99915 -4.02043 -0.01 -0.02 0.00
H -5.06275 5.63824 -1.57200 0.01 -0.02 0.05
H -3.27191 4.16973 -0.63420 -0.03 -0.03 -0.01
```
Positions in Å, forces in eV/Å.

As for the HOMO energy: 1.15 eV. The energy above the lowest of the compared OMol25 structures with the same formula, charge and spin is 22.46 kcal/mol. The charge is -2.

Löwdin population analysis, charges in e, atoms 1 to 2: 0.37 -0.12

---

A structure of composition C5H7NOS at a distorted geometry. Source: OMol25; level of theory: ωB97M-V/def2-TZVPD.

```
15
Properties=species:S:1:pos:R:3:forces:R:3
C 0.06654 -0.43887 -1.83770 -0.52 -0.39 -2.88
C 0.02938 0.02115 -0.45458 -0.14 -1.54 1.19
C -0.29843 -0.80554 0.66479 1.02 -0.55 1.09
C 0.07586 -0.14033 1.83667 -1.73 -2.45 0.74
C 0.36564 1.18942 0.09341 0.71 2.73 1.12
H -0.28108 0.56399 -2.50844 1.03 -3.02 1.14
H -0.85557 -1.36254 -1.88996 3.17 2.77 -0.61
H 1.34367 -0.84998 -2.23672 -4.38 1.20 1.16
H -0.89563 -3.08354 1.59364 0.03 1.28 -1.91
H 0.03117 -0.57519 2.86982 0.10 0.93 -1.21
H 0.66973 1.94476 2.07783 -0.29 -0.96 -0.32
H -0.34476 2.46280 -1.46534 4.34 -0.24 3.84
N 0.35452 1.14661 1.51571 0.69 1.16 -2.39
O 0.65656 2.36585 -0.54986 -4.29 -0.08 -3.34
S -0.91760 -2.43858 0.29074 0.26 -0.82 2.37
```
Positions in Å, forces in eV/Å.

As for the HOMO energy: -7.52 eV. The energy above the lowest of the compared OMol25 structures with the same formula, charge and spin is 116.77 kcal/mol. The charge is 0.

natural (NBO) population analysis, charges in e, atoms 1 to 2: -0.61 -0.25

---

A cluster of 2 separate species, C36H58FN4O5 in total at a distorted geometry. Source: OMol25; level of theory: ωB97M-V/def2-TZVPD.

```
104
Properties=species:S:1:pos:R:3:forces:R:3
C 0.55982 4.09720 5.97457 -0.15 -1.11 -0.66
C -0.52743 3.14498 5.24238 -1.75 -1.85 -0.86
C -1.04443 1.89798 6.02065 -1.34 0.97 -4.29
C -2.07615 1.00046 5.30161 1.47 2.66 -1.28
C -2.60395 1.26589 3.84231 1.90 1.61 1.04
C -3.68052 0.22714 3.28993 -0.17 -0.55 0.04
C -4.81770 0.86984 2.35280 0.21 0.98 0.58
C -3.02395 -1.08567 2.59272 -0.82 -0.11 0.42
C -2.05839 2.49908 3.04187 1.29 -1.09 4.60
O -2.48121 2.75107 1.70263 2.00 0.09 1.48
C -1.48880 3.45899 0.93832 -0.25 0.77 -2.32
C -0.11595 2.65270 0.71896 2.70 0.28 -0.51
C 0.87558 3.13940 -0.47972 -0.65 1.76 0.93
C 1.34442 4.68526 -0.33591 -0.55 -0.28 -0.92
C 0.22049 5.63981 -1.01110 -0.48 0.12 -0.52
C 0.61210 6.10484 -2.52601 -2.36 0.46 0.32
C -0.38016 5.32692 -3.53139 0.23 -2.85 -2.73
O -0.04758 4.28052 -4.16719 -0.61 3.79 2.61
O -1.71341 5.79765 -3.78828 3.04 -0.09 0.26
N 1.20310 2.26966 -1.42751 -0.50 2.37 3.47
C 2.15169 2.68228 -2.50439 1.95 -0.58 -1.51
C 2.12172 1.77869 -3.82202 1.15 -0.35 -0.52
C 2.70807 0.27944 -3.59763 -0.92 0.83 0.26
N 4.15836 0.17471 -3.97889 -0.72 0.35 1.39
C 4.77784 -1.08278 -3.42213 0.41 -1.72 -0.55
C 3.74671 -2.30283 -3.29129 -2.02 -2.21 0.31
C 3.28268 -3.12957 -4.51997 -2.02 -1.36 3.54
C 2.23517 -4.27840 -4.32375 0.30 1.27 2.45
C 1.61307 -4.63695 -2.93573 3.13 3.42 -0.24
C 2.10107 -3.81471 -1.72132 0.98 0.58 -3.17
C 3.13483 -2.68160 -1.91957 -0.88 -1.54 -2.08
O 3.53757 -1.94618 -0.74347 -0.78 -2.02 -1.23
C 0.48115 0.98742 -1.15629 -2.98 -0.32 1.12
C -0.81329 1.09498 -2.10946 0.33 -0.56 -1.67
N -1.16203 -0.27910 -2.57964 -0.66 0.92 0.27
C -0.15374 1.09238 0.34061 -1.37 0.03 0.90
C 0.35365 -0.01180 1.39126 0.79 -0.48 0.75
C 1.17201 0.56091 2.64252 -1.42 -0.14 0.02
F 1.56463 -0.56033 3.46150 -0.28 1.57 -1.24
C -1.03349 3.41875 3.81021 -0.76 -1.86 1.15
H 0.50650 5.17977 5.62390 -0.10 -1.48 0.57
H 1.62440 3.70346 5.75250 -1.70 0.60 0.25
H 0.41771 4.00002 7.10125 0.08 0.37 -1.56
H -0.63986 1.68691 7.06174 -0.78 0.21 -1.61
H -2.46305 0.08079 5.86346 0.51 1.52 -1.07
H -4.23522 -0.18407 4.21926 1.00 0.77 -1.37
H -5.79390 0.26761 2.37216 1.63 0.70 -0.14
H -4.45985 1.06573 1.28196 -0.52 -0.52 1.53
H -5.05909 1.90728 2.79812 0.23 -1.57 -0.74
H -3.87978 -1.84715 2.46348 1.28 1.12 0.13
H -2.24802 -1.58636 3.28313 -1.02 0.94 -1.22
H -2.61924 -0.87508 1.54184 -0.40 -0.17 1.56
H -1.29069 4.53203 1.32317 -0.23 -1.86 -0.35
H -1.94830 3.61378 -0.11354 0.36 -0.40 1.80
H 0.50781 2.99596 1.63131 -0.74 -1.29 -1.16
H 2.33146 4.89685 -0.87148 -1.29 -0.45 0.95
H 1.43363 4.99151 0.76566 -0.08 -0.93 -1.59
H -0.80430 5.11899 -1.11763 1.67 0.67 0.47
H 0.01391 6.57375 -0.36608 0.62 -1.56 -0.97
H 0.29868 7.21498 -2.59535 0.88 -1.75 -0.08
H 1.70737 5.93356 -2.78240 -1.68 0.22 0.12
H -1.86943 5.50713 -4.72343 -0.03 -0.03 1.13
H 2.05410 3.77981 -2.81035 -0.48 -1.75 0.74
H 3.21624 2.57682 -2.05783 -1.67 0.05 -0.60
H 2.85389 2.27399 -4.57108 -1.24 -0.57 1.22
H 1.11874 1.72980 -4.35857 1.26 0.28 1.03
H 2.03038 -0.40363 -4.23560 1.40 0.76 1.32
H 2.64562 0.05597 -2.47805 -0.42 -0.11 -1.47
H 4.61038 0.93612 -3.42815 -0.29 -0.60 -0.83
H 5.31902 -0.92313 -2.42397 -1.01 -0.22 -1.27
H 5.58080 -1.40167 -4.18895 -1.22 0.39 1.29
H 3.64546 -2.94878 -5.58181 -0.36 -0.08 1.75
H 1.83749 -4.89700 -5.21022 0.96 1.27 1.42
H 0.82500 -5.45381 -2.78554 1.42 1.36 -0.44
H 1.66461 -4.01945 -0.67802 0.73 0.34 -1.74
H 3.40667 -2.60882 -0.01692 0.21 1.01 -0.73
H 1.05664 0.00696 -1.08481 -0.43 1.58 -1.26
H -1.70128 1.65929 -1.62350 1.62 -0.77 -0.30
H -0.56864 1.70505 -3.06154 -0.20 -0.95 1.58
H -1.76255 -0.19519 -3.41951 0.38 -0.32 0.93
H -1.66570 -0.79777 -1.83774 0.28 0.42 -0.82
H -1.29366 0.88561 0.32555 1.84 0.17 -0.59
H 1.00794 -0.83826 0.90997 -0.99 1.47 0.45
H -0.55600 -0.56821 1.82087 1.44 0.99 -0.62
H 2.08063 1.18270 2.33982 -1.04 -1.05 0.53
H 0.42360 1.18450 3.26756 1.48 -0.88 -0.81
H -0.61702 4.36267 3.29496 -0.78 -1.69 0.94
C -0.11634 -6.65198 1.63526 0.18 -0.02 0.22
C -1.05611 -5.52496 1.21610 0.00 -0.37 -0.18
C -2.47991 -6.00320 0.86610 -0.08 0.26 -0.13
O -2.59315 -6.63734 -0.40347 -0.01 0.04 0.47
C -2.18871 -7.99759 -0.41940 0.00 0.05 -0.37
N -0.44778 -4.78433 0.10245 -0.25 0.10 -0.01
H 0.24873 -7.23401 0.78716 -0.11 0.06 0.00
H 0.76437 -6.24255 2.13844 -0.10 -0.01 -0.08
H -0.60900 -7.33556 2.33219 0.03 0.04 -0.06
H -1.14298 -4.84459 2.07081 -0.10 0.02 -0.09
H -3.12806 -5.12063 0.81172 0.05 -0.07 -0.11
H -2.89496 -6.64152 1.65536 0.13 -0.10 0.00
H -2.42940 -8.51063 0.51572 0.06 0.06 0.03
H -1.11973 -8.06852 -0.62952 0.03 -0.19 0.15
H -2.71592 -8.49792 -1.23438 -0.04 0.12 0.07
H -1.02575 -3.97088 -0.10332 0.10 -0.02 0.03
H -0.54195 -5.36387 -0.73302 0.06 0.05 0.14
```
Positions in Å, forces in eV/Å.

As for the HOMO energy: -10.11 eV. The charge is +1.

Löwdin population analysis, charges in e, atoms 1 to 2: -0.09 -0.20

---

A structure of composition C25H32GeNO5SSn. Source: OMol25; level of theory: ωB97M-V/def2-TZVPD.

```
66
Properties=species:S:1:pos:R:3:forces:R:3
Sn -1.62296 0.74403 0.50245 -0.06 -0.08 -0.01
O -0.63470 -1.16374 4.17009 -0.01 -0.02 0.03
C -0.19586 -0.83414 3.00021 0.02 0.00 -0.07
O -0.93940 -0.74266 2.00818 -0.04 0.02 0.07
C 1.29992 -0.60352 2.99503 0.02 0.00 0.04
O 1.85304 -0.67385 1.70928 -0.06 0.01 0.01
C 2.37364 0.51366 1.13263 0.05 -0.03 -0.01
C 1.31841 0.92601 0.12527 -0.05 -0.04 0.19
O 0.26198 1.45700 0.66415 0.14 0.09 -0.05
O 1.37279 0.67650 -1.08245 -0.07 0.06 -0.10
H -1.59860 -1.30553 4.19343 0.02 0.00 -0.01
H 1.74672 -1.37840 3.62213 0.00 0.00 0.00
H 1.48035 0.35692 3.49137 0.00 -0.01 0.01
H 3.31372 0.26744 0.64589 0.02 0.00 0.00
H 2.53590 1.30382 1.86703 0.00 0.01 -0.02
S -3.02441 2.23190 -3.76255 -0.01 0.00 -0.01
C -2.92206 3.71484 -2.87168 -0.01 0.00 -0.03
C -3.23162 4.98588 -3.27798 0.01 0.01 0.01
C -3.06811 6.01422 -2.33959 0.00 -0.01 -0.02
C -2.59682 5.77109 -1.01292 0.01 -0.01 0.02
C -2.28693 4.51380 -0.60475 0.00 0.02 0.00
C -2.45058 3.44877 -1.53785 0.00 -0.02 0.04
N -2.21094 2.15186 -1.30396 0.02 0.01 -0.02
C -2.47124 1.37635 -2.38192 0.02 -0.02 -0.01
C -2.29713 -0.04461 -2.31830 0.00 0.06 0.04
C -2.54361 -0.86474 -3.43074 -0.01 -0.03 0.00
C -2.39653 -2.23465 -3.32007 -0.01 0.00 -0.01
C -2.00564 -2.79636 -2.10989 0.02 0.00 -0.02
C -1.75065 -1.99214 -0.99062 0.02 0.03 0.04
C -1.88292 -0.62746 -1.09659 -0.06 -0.04 -0.05
H -3.59183 5.20388 -4.27439 0.00 0.00 0.00
H -3.30838 7.02968 -2.62923 0.00 0.00 0.00
H -2.49353 6.60923 -0.33742 0.00 0.00 0.00
H -1.92933 4.31217 0.39621 0.00 0.00 0.00
H -2.85729 -0.43606 -4.37540 0.01 0.00 0.00
H -2.59761 -2.86966 -4.17197 0.00 0.00 0.00
H -1.90338 -3.87078 -2.02533 -0.01 0.00 0.00
H -1.45792 -2.45648 -0.05804 0.00 0.00 0.00
C 4.53424 -1.92100 -4.27904 0.02 -0.04 0.01
C 4.12368 -3.12823 -3.44921 -0.01 0.00 0.00
C 3.98526 -2.82264 -1.96246 0.01 0.01 0.00
C 2.76668 -1.94902 -1.62735 -0.04 0.02 0.03
Ge 2.84426 -0.12997 -2.30176 0.07 -0.06 -0.03
C 4.33445 1.02702 -1.82796 0.00 0.00 0.00
C 5.33599 1.35029 -2.94674 0.00 0.02 0.00
C 4.71263 1.99244 -4.17999 0.00 0.00 0.01
C 5.76392 2.39053 -5.20796 0.00 0.00 0.00
H 4.62617 -2.17336 -5.33484 -0.02 0.02 -0.01
H 5.49683 -1.52766 -3.95179 -0.01 0.00 0.00
H 3.79461 -1.10323 -4.25312 0.02 -0.01 -0.03
H 4.87372 -3.90927 -3.57790 0.01 0.01 0.00
H 3.18441 -3.54473 -3.82504 0.00 -0.01 0.00
H 4.90092 -2.34594 -1.59768 0.00 0.00 0.00
H 3.88713 -3.75510 -1.40419 0.00 0.00 -0.01
H 2.65450 -1.86902 -0.54180 0.00 0.01 0.00
H 1.85344 -2.41244 -2.00894 -0.01 0.00 -0.01
H 1.99765 0.21424 -3.52214 -0.01 0.01 0.01
H 4.85022 0.56078 -0.98441 0.00 0.00 -0.01
H 3.88403 1.95749 -1.46642 -0.01 0.00 0.00
H 5.88093 0.45011 -3.23355 0.00 0.01 0.01
H 6.08256 2.02880 -2.52731 0.00 0.00 0.00
H 4.13655 2.87376 -3.87638 0.00 0.00 0.00
H 3.99974 1.30057 -4.64438 0.00 0.00 0.00
H 6.46415 3.11389 -4.78908 0.00 0.00 0.00
H 5.30768 2.83911 -6.08881 0.00 0.00 0.00
H 6.33843 1.52278 -5.53527 0.00 0.00 0.00
```
Positions in Å, forces in eV/Å.

As for the HOMO energy (spin up / spin down): -17.48 / -17.48 eV. The energy above the lowest of the compared OMol25 structures with the same formula, charge and spin is 93.23 kcal/mol. The charge is +3.

Löwdin population analysis, charges in e, atoms 1 to 2: 1.55 0.24